The following is a quantum chemistry calculation of C40H32Cl2MnN7O3P as an isolated structure, from OMol25.

Positions of all 86 atoms, in Å:
C1 -1.42 0.72 -3.91
C2 -1.59 -3.00 2.85
H1 4.75 0.34 1.75
C3 1.27 3.34 -0.98
H2 -4.60 1.23 -4.71
H3 1.53 3.91 2.49
H4 -0.76 1.57 2.88
C4 2.10 5.57 -1.30
C5 -3.79 2.90 -0.40
Cl1 -1.60 -5.36 4.15
C6 4.54 2.42 2.31
C7 -3.33 4.09 -2.86
H5 -2.94 -4.61 -2.41
H6 -0.53 -4.24 -2.92
C8 1.02 6.07 -0.59
H7 0.91 7.13 -0.44
C9 4.09 1.18 1.91
C10 -0.82 -3.99 3.45
H8 -1.25 3.98 -2.37
H9 -1.39 2.29 5.16
H10 5.60 2.60 2.45
H11 -1.16 1.72 -4.27
H12 -3.42 5.68 3.51
C11 -1.03 -3.66 -2.16
O1 -3.85 -0.70 0.76
H13 -2.67 -3.10 2.84
N1 1.83 1.97 1.90
H14 -2.71 4.35 5.48
C12 -2.81 4.80 3.38
C13 -1.00 -1.88 2.27
C14 -2.26 3.77 -2.04
H15 -2.76 4.99 1.25
Cl2 1.55 -5.05 4.24
C15 2.23 4.20 -1.49
H16 2.25 -2.69 2.85
H17 -5.47 4.12 -3.07
H18 3.92 4.40 2.88
C16 -2.42 4.05 4.48
C17 2.24 -0.44 1.49
N2 -0.91 -1.97 -0.49
C18 0.06 5.21 -0.08
H19 -3.96 2.40 0.55
H20 0.72 -2.51 -1.60
C19 0.57 -3.85 3.47
N3 0.91 -0.62 1.69
C20 -3.78 0.54 -4.91
H21 -0.78 5.61 0.47
C21 -2.48 3.18 -0.79
P1 -1.10 2.64 0.29
H22 -0.95 -0.03 -4.54
C22 -2.21 -2.17 -0.20
C23 1.17 -2.76 2.87
C24 -4.63 3.85 -2.44
H23 3.07 3.80 -2.04
C25 -3.16 0.25 -2.53
H24 -5.86 3.04 -0.88
C26 2.28 3.15 2.32
Mn1 -0.45 0.30 0.43
C27 -2.43 4.41 2.10
H25 1.36 2.27 -1.14
C28 -1.68 2.89 4.30
H26 -3.27 0.86 -5.81
N4 -1.79 -0.86 1.75
C29 -1.66 3.26 1.92
C30 0.41 -1.77 2.26
H27 -4.19 -0.46 -5.09
C31 -4.85 3.25 -1.21
C32 -1.01 0.54 -2.44
C33 -2.37 -3.86 -1.87
C34 0.18 3.83 -0.27
C35 -0.34 -2.71 -1.43
O2 0.13 0.60 -1.99
O3 3.07 -1.30 1.25
C36 -1.31 2.49 3.03
N5 -2.10 0.31 -1.70
C37 2.72 0.99 1.73
H28 -3.15 4.56 -3.82
C38 -2.72 -1.20 0.85
H29 2.85 6.24 -1.69
C39 3.62 3.43 2.54
H30 -5.15 -0.09 -2.73
N6 -2.85 0.53 -3.81
H31 -4.02 -3.24 -0.62
C40 -2.97 -3.11 -0.88
N7 -4.36 -0.09 -2.11
H32 -4.43 -0.34 -1.09

**Lowest unoccupied orbital energy (spin up / spin down)**: 0.062 / 0.061 eV
**ΔE to the lowest compared entry with this formula, charge and spin**: 27.98 kcal per mole
**E_HOMO (spin up / spin down)**: -6.51 / -6.59 eV
**Multiplicity**: 6
**⟨S²⟩**: 8.7571
**Kohn-Sham gap (spin up / spin down)**: 6.577 / 6.647 eV


The following is a quantum chemistry calculation of C40H32F3FeN4O5Sb as an isolated structure, from OMol25.

Positions of all 86 atoms, in Å:
C1 -0.08 4.42 2.10
C2 5.50 0.51 2.60
C3 -0.70 3.37 -1.74
C4 -1.55 -2.85 -0.34
H1 1.54 0.30 -2.08
C5 3.55 -4.14 -0.06
H2 3.24 -5.07 -0.53
H3 -2.78 -2.20 4.42
H4 5.13 2.58 2.99
H5 -3.78 0.40 -7.61
C6 -1.24 -1.32 3.18
C7 -0.34 -5.11 2.35
H6 -3.50 1.89 -4.10
H7 4.63 -4.17 0.12
H8 -3.31 5.26 -2.54
C8 -0.82 -2.47 5.21
H9 -5.03 0.02 -5.52
H10 0.16 5.36 1.62
H11 1.22 -2.64 5.84
C9 4.71 1.64 2.66
H12 1.72 -5.57 2.80
C10 -0.94 4.40 3.19
H13 -1.97 3.26 4.67
C11 0.41 3.21 1.64
N1 -1.93 -1.58 -2.21
C12 0.12 -1.08 3.02
H14 2.75 2.42 2.36
F1 -1.27 -3.15 6.28
Fe1 0.41 -0.82 -1.25
C13 0.96 1.23 -1.93
H15 3.30 -3.31 -0.71
C14 0.06 2.00 2.25
O1 -1.57 5.39 -0.83
H16 5.64 -1.57 2.16
C15 1.01 -1.56 3.98
N2 -2.60 4.56 -2.67
O2 2.95 -4.01 1.23
C16 -3.26 0.08 -6.72
O3 1.26 -2.29 -0.19
C17 4.99 -0.71 2.20
C18 -1.65 4.53 -1.69
C19 0.68 3.58 -1.76
C20 1.04 -4.97 2.21
H17 -1.74 3.28 -4.06
C21 -1.18 -4.39 1.54
C22 2.83 0.32 1.91
H18 1.06 4.59 -1.74
C23 -2.72 3.67 -3.79
H19 -0.15 -0.71 -5.63
H20 -0.74 -5.81 3.08
H21 -1.10 1.10 3.80
C24 -1.88 -0.12 -6.75
C25 -1.72 -2.01 4.28
C26 0.73 -3.23 0.53
H22 -2.53 -3.31 -0.51
H23 2.60 2.61 -1.82
H24 -3.83 -0.76 -3.48
H25 2.07 -1.39 3.88
C27 -3.96 -0.14 -5.54
C28 3.37 1.54 2.30
H26 -2.23 1.85 -1.67
H27 -1.34 0.06 -7.67
C29 -1.18 -1.24 -3.23
C30 1.57 -4.09 1.30
H28 3.25 -1.77 1.57
F2 6.79 0.61 2.94
H29 -3.10 4.26 -4.64
C31 -1.17 2.07 -1.73
C32 -1.92 -0.79 -4.44
H30 -1.94 -0.97 2.43
C33 -0.81 2.03 3.33
H31 1.08 3.22 0.79
O4 -3.61 2.62 -3.48
N3 -0.37 1.03 -1.89
F3 -1.43 5.57 3.65
C34 -1.30 3.23 3.82
C35 -3.30 -0.58 -4.41
C36 1.52 2.49 -1.81
N4 -1.18 -1.91 -1.12
C37 3.65 -0.80 1.86
H32 -2.25 -4.53 1.60
C38 -0.67 -3.46 0.62
O5 0.11 -1.29 -3.23
C39 0.54 -2.26 5.08
Sb1 0.74 0.15 1.35
C40 -1.22 -0.55 -5.62

**Lowest unoccupied orbital energy (spin up / spin down)**: -0.728 / -0.724 eV
**E_HOMO (spin up / spin down)**: -7.26 / -7.21 eV
**Kohn-Sham gap (spin up / spin down)**: 6.528 / 6.484 eV


The following is a quantum chemistry calculation of C40H32O3PdTe as an isolated structure, from OMol25.

Positions of all 77 atoms, in Å:
H1 3.42 5.03 -3.77
C1 2.43 2.47 -1.05
H2 6.16 -1.41 1.98
C2 3.45 0.63 2.00
C3 -2.98 -2.54 -0.87
C4 2.52 -4.15 4.25
C5 -1.35 3.14 -0.85
C6 5.14 -0.68 0.23
H3 -7.56 -0.58 -1.81
H4 -2.07 0.12 -2.24
C7 -4.93 1.35 -0.90
C8 4.10 0.10 -0.25
H5 1.49 3.51 -4.13
C9 -1.72 3.34 -3.22
C10 0.58 -5.23 3.33
H6 -2.65 -3.43 -2.78
C11 2.06 3.46 -3.21
Pd1 -0.88 0.41 0.50
C12 1.71 2.54 -2.23
C13 1.78 -5.30 4.03
C14 -2.39 -2.03 0.28
C15 3.14 4.31 -3.01
H7 -1.78 3.95 -4.11
C16 -5.99 0.88 -1.65
H8 4.07 3.27 0.07
O1 1.17 0.46 -0.53
C17 -0.80 -3.06 -1.76
C18 3.86 4.24 -1.83
C19 3.51 3.32 -0.85
H9 -0.82 -3.96 2.32
H10 5.81 -1.17 -0.46
C20 4.50 -0.14 2.48
H11 -6.26 1.38 -2.57
H12 2.64 -2.03 3.93
C21 0.44 -1.53 2.53
C22 -0.36 -1.32 1.51
H13 0.87 1.88 -2.40
C23 2.04 1.49 0.05
H14 -4.06 -2.52 -0.97
H15 -0.19 -3.46 -2.55
C24 2.06 -2.93 3.77
H16 2.80 1.16 2.70
H17 -1.25 4.99 -1.93
H18 2.13 -6.25 4.40
C25 -1.94 1.97 -3.30
C26 -1.56 1.76 -0.93
H19 -5.06 -0.89 1.65
C27 -2.19 -3.05 -1.88
H20 -2.17 1.51 -4.26
C28 3.24 0.75 0.63
C29 0.12 -4.01 2.85
H21 -4.38 2.22 -1.22
C30 -0.21 -2.55 -0.63
Te1 -2.99 1.40 1.47
H22 1.65 -0.37 -0.47
C31 1.29 2.24 1.18
O2 0.20 1.75 1.66
H23 0.87 -0.66 3.03
C32 -5.32 -0.39 0.72
H24 3.96 0.23 -1.32
H25 4.71 4.90 -1.66
C33 0.86 -2.85 3.06
H26 -3.00 -1.63 1.09
H27 -0.01 -6.12 3.17
C34 -6.40 -0.85 -0.03
C35 -1.43 3.92 -2.00
H28 3.45 -4.19 4.79
C36 -4.57 0.70 0.28
C37 -0.99 -2.04 0.43
C38 -6.72 -0.22 -1.22
H29 0.87 -2.56 -0.52
H30 -6.98 -1.69 0.32
H31 4.66 -0.22 3.55
C39 5.34 -0.80 1.60
H32 -1.10 3.60 0.10
O3 1.83 3.24 1.62
C40 -1.88 1.19 -2.16

**Lowest unoccupied orbital energy (spin up / spin down)**: -2.005 / -1.520 eV
**ΔE to the lowest compared entry with this formula, charge and spin**: 26.79 kcal per mole
**E_HOMO (spin up / spin down)**: -7.55 / -7.59 eV
**Kohn-Sham gap (spin up / spin down)**: 5.548 / 6.070 eV


F_max values, unit eV/Å, following the record order: 1.67; 2.64; 0.74.